[1]
The molecule H4O4SSi. Source: the Open Molecules 2025 dataset; level of theory: ωB97M-V/def2-TZVPD.

Computed properties:
LUMO energy, hartree: 0.0181
Net charge: 0

Geometry as XYZ:
```
10
H4O4SSi | the Open Molecules 2025 dataset | ωB97M-V/def2-TZVPD
O 3.657 -0.313 -0.470
O 1.922 1.187 0.613
O 0.346 -1.373 0.583
O 1.735 -1.296 0.537
Si -0.842 -0.559 -0.196
S 2.267 -0.068 -0.445
H 2.218 0.840 1.558
H -1.941 -1.622 0.005
H -1.497 0.687 0.488
H -0.302 -0.185 -1.540
```

natural (NBO) atomic charges, in units of e:
1. O -0.894
2. O -0.897
3. O -0.616
4. O -0.415
5. Si 1.120
6. S 1.728
7. H 0.501
8. H -0.160
9. H -0.183
10. H -0.182

[2]
The molecule C5H14N2. Source: the Open Molecules 2025 dataset; level of theory: ωB97M-V/def2-TZVPD.

Computed properties:
LUMO energy, hartree: 0.0413
Structure (SMILES): CCCCNCN
Net charge: 0

Geometry as XYZ:
```
21
C5H14N2 | the Open Molecules 2025 dataset | ωB97M-V/def2-TZVPD
C 0.097 -2.866 1.458
C -0.097 -1.658 0.554
C 0.600 -0.380 1.140
C 0.970 0.845 0.316
N 0.039 0.850 -0.784
C -0.353 2.253 -1.261
N -1.171 1.968 -2.550
H -0.326 -2.800 2.452
H -0.325 -3.834 0.890
H 1.206 -2.938 1.755
H 0.160 -1.821 -0.490
H -1.257 -1.521 0.418
H 1.527 -0.730 1.611
H 0.215 -0.002 2.183
H 0.871 1.701 1.189
H 1.911 1.025 -0.205
H -0.862 0.565 -0.412
H 0.417 2.991 -1.580
H -1.039 2.745 -0.590
H -0.976 0.960 -2.812
H -1.606 2.647 -3.283
```

natural (NBO) atomic charges, in units of e:
1. C -0.608
2. C -0.416
3. C -0.437
4. C -0.210
5. N -0.619
6. C -0.039
7. N -0.960
8. H 0.210
9. H 0.215
10. H 0.201
11. H 0.225
12. H 0.190
13. H 0.213
14. H 0.210
15. H 0.148
16. H 0.198
17. H 0.352
18. H 0.179
19. H 0.161
20. H 0.386
21. H 0.399

[3]
An isolated ion of composition C5H8N and charge +1. Source: the Open Molecules 2025 dataset; level of theory: ωB97M-V/def2-TZVPD.

Computed properties:
LUMO energy, hartree: -0.1827
Structure (SMILES): C#[N+]/C(C)=C\C
Net charge: +1

Geometry as XYZ:
```
14
C5H8N | the Open Molecules 2025 dataset | ωB97M-V/def2-TZVPD
C 1.298 1.350 -1.798
N 0.753 0.745 -0.992
C 0.160 -0.262 -0.293
C 0.629 -1.618 -0.651
C -0.720 -0.115 0.725
C -1.186 1.066 1.379
H 1.724 2.031 -2.478
H -0.078 -2.346 -0.200
H 1.571 -2.034 -0.139
H 0.908 -1.704 -1.637
H -1.239 -0.993 1.105
H -0.677 1.054 2.323
H -0.998 2.001 1.006
H -2.146 0.825 1.650
```

natural (NBO) atomic charges, in units of e:
1. C 0.415
2. N -0.157
3. C 0.000
4. C -0.633
5. C 0.030
6. C -0.677
7. H 0.293
8. H 0.257
9. H 0.249
10. H 0.228
11. H 0.237
12. H 0.269
13. H 0.236
14. H 0.253

Result set for HOMO energy: -10.59; -8.47; -14.06 eV, one per record in the order listed.
Result set for strongest force on any atom: 2.97; 3.82; 3.74 eV Å⁻¹, one per record in the order listed.
Result set for Kohn-Sham gap: 0.407; 0.353; 0.334 Eh, one per record in the order listed.